(1)
C30H43F5P2SYb as an isolated structure at a distorted geometry. Source: the Open Molecules 2025 dataset; level of theory: the ωB97M-V functional and the def2-TZVPD basis.

```
82
Properties=species:S:1:pos:R:3:forces:R:3
Yb -0.442 -1.596 -0.068 0.937 -2.007 -6.330
C 0.882 -0.115 1.168 0.464 0.853 1.210
C -0.481 0.286 1.200 0.397 0.351 1.230
C -0.320 -1.792 2.178 0.293 1.031 1.174
C 0.981 -1.388 1.789 0.192 0.519 1.050
C -1.229 -0.742 1.833 0.961 0.215 1.096
C 2.038 0.784 0.873 0.357 0.139 -0.463
H 1.670 1.779 0.590 0.299 -0.263 0.124
H 2.663 0.421 0.042 -0.210 0.097 0.311
H 2.689 0.877 1.763 -0.359 -0.022 -0.359
C 2.246 -2.048 2.223 0.494 -0.347 -0.244
H 2.904 -1.314 2.718 -0.312 -0.261 -0.078
H 2.824 -2.449 1.385 -0.106 0.065 0.112
H 2.048 -2.881 2.910 0.062 0.319 -0.114
C -0.600 -3.085 2.832 -0.362 -0.800 0.309
H -0.053 -3.194 3.786 -0.285 0.134 -0.385
H -0.281 -3.930 2.203 -0.106 -0.016 0.185
H -1.669 -3.186 3.029 0.144 -0.166 0.113
C -2.697 -0.791 1.828 -0.975 0.088 0.090
H -3.122 -0.135 2.601 0.042 -0.150 -0.141
H -3.078 -1.801 2.001 -0.105 0.145 -0.047
H -3.083 -0.406 0.871 -0.231 -0.150 0.091
C -1.028 1.575 0.723 -0.407 0.588 -0.080
H -1.753 1.963 1.444 0.069 -0.019 -0.029
H -1.557 1.519 -0.237 0.102 0.107 0.196
H -0.223 2.312 0.640 -0.261 -0.088 -0.141
C 0.290 1.943 -3.984 0.421 0.459 0.284
C 0.490 2.961 -3.132 0.504 -0.786 -0.495
C -0.562 3.754 -2.435 -0.195 0.544 0.145
C -1.841 3.996 -3.281 0.022 0.499 0.167
C -3.024 3.161 -2.892 -0.321 -0.901 -0.513
C -3.002 1.833 -2.685 -0.002 0.662 1.012
C -1.776 0.968 -2.829 0.243 -0.837 0.131
C -0.982 1.164 -4.138 0.051 -0.362 -0.609
H -0.127 4.750 -2.251 -0.091 -0.382 0.111
H -1.593 3.880 -4.350 -0.104 0.032 0.361
H -0.781 3.322 -1.443 -0.196 0.294 -0.308
H -1.618 1.610 -4.923 0.035 -0.100 0.338
H 1.100 1.586 -4.617 0.006 0.122 0.495
H 1.511 3.275 -2.907 -0.069 0.090 -0.516
H -0.690 0.174 -4.563 -0.211 0.590 0.421
H -1.104 1.087 -1.961 0.107 0.205 -0.446
H -3.880 1.341 -2.239 0.161 0.210 -0.569
H -2.084 -0.115 -2.798 0.193 1.101 0.143
H -2.155 5.051 -3.160 0.266 -0.468 -0.070
H -3.975 3.700 -2.893 0.141 -0.294 0.412
P -3.821 -0.907 -3.982 -1.986 0.261 -1.400
P -4.717 -2.695 -1.625 -2.151 -0.347 -0.492
C -5.423 -1.807 -4.238 0.348 -0.062 -0.021
C -5.517 -2.998 -3.311 0.519 -0.189 -0.268
H -5.451 -2.099 -5.298 -0.240 0.027 0.269
H -6.239 -1.087 -4.068 0.238 -0.277 0.069
H -6.579 -3.250 -3.183 0.401 -0.153 0.266
H -5.010 -3.875 -3.736 -0.141 0.098 -0.054
C -5.719 -4.086 -0.934 0.307 -0.386 0.566
H -5.771 -4.021 0.158 0.049 -0.171 -0.128
H -5.249 -5.035 -1.218 -0.159 0.050 0.160
H -6.743 -4.067 -1.337 0.381 0.029 0.226
C -5.973 -1.412 -1.151 0.381 0.413 0.352
H -6.952 -1.637 -1.603 0.374 0.006 0.167
H -5.658 -0.409 -1.462 -0.111 -0.129 0.075
H -6.077 -1.423 -0.058 -0.046 0.134 -0.208
C -2.821 -1.815 -5.221 0.564 -0.284 -0.119
H -1.805 -1.987 -4.831 -0.265 -0.014 -0.322
H -2.757 -1.237 -6.158 0.030 -0.327 0.332
H -3.292 -2.790 -5.420 0.293 0.298 -0.014
C -4.486 0.452 -5.083 0.386 0.096 -0.016
H -4.983 -0.019 -5.946 0.230 0.196 0.221
H -3.704 1.122 -5.440 -0.099 0.053 0.037
H -5.229 1.030 -4.526 0.160 -0.005 -0.084
F 6.570 1.546 -1.777 -0.845 -0.808 -0.358
C 5.546 0.680 -1.982 0.576 0.538 0.470
C 5.414 -0.426 -1.141 0.063 -0.181 0.441
F 6.341 -0.710 -0.193 -0.667 0.355 -0.859
C 4.250 -1.186 -1.203 -0.746 -0.309 -0.032
F 4.099 -2.236 -0.343 0.263 0.967 -0.579
C 3.191 -0.893 -2.097 2.062 0.899 -0.049
S 1.652 -1.633 -2.052 -2.321 -0.959 0.645
C 3.502 0.079 -3.088 -0.604 -0.518 -0.129
F 2.716 0.153 -4.194 0.549 0.310 1.123
C 4.589 0.937 -2.964 0.090 0.552 0.003
F 4.675 2.072 -3.703 0.062 -1.205 0.337
```
Forces are in eV/Å.

Computed properties:
strongest force on any atom = 0.1304 Eh/bohr
net charge = +1
⟨S²⟩ = 0.75
frontier orbital gap (spin up / spin down) = 0.2314 / 0.2117 Ha
2S+1 = 2
HOMO (spin up / spin down) = -10.711 / -10.712 eV

(2)
C30H43N10OPbS2Si as an isolated structure. Source: the Open Molecules 2025 dataset; level of theory: the ωB97M-V functional and the def2-TZVPD basis.

```
88
Properties=species:S:1:pos:R:3:forces:R:3
Pb -0.658 -0.135 -0.250 -0.320 -0.301 -0.020
N -0.520 3.575 1.556 -0.235 -0.125 0.001
C -1.156 2.685 2.383 0.132 0.230 0.070
N -1.215 1.413 2.144 -0.112 -0.073 0.274
C -1.914 0.756 3.142 0.106 -0.141 -0.115
C -2.401 1.546 4.128 -0.095 0.027 -0.021
S -1.982 3.186 3.822 0.040 0.173 0.021
C -1.997 -0.711 3.089 0.021 0.226 -0.246
C -2.513 -1.486 4.061 -0.124 -0.173 0.272
S -2.359 -3.151 3.646 0.032 -0.088 -0.052
C -1.573 -2.696 2.160 -0.034 0.269 0.089
N -1.474 -1.389 1.995 0.119 -0.310 0.095
N -1.070 -3.602 1.304 0.103 0.375 -0.333
H 0.161 3.167 0.934 0.107 -0.018 0.042
H -0.275 4.476 1.927 0.025 0.024 0.023
H -2.979 1.278 4.998 0.040 -0.007 -0.056
H -2.963 -1.184 4.993 0.036 -0.022 -0.046
H -1.304 -4.566 1.472 0.024 -0.033 -0.152
H -0.915 -3.255 0.307 -0.295 -0.269 0.360
C 2.402 -2.138 -0.569 -0.077 -0.018 0.174
Si 2.714 -0.883 -1.918 -0.168 -0.014 0.044
C 2.915 -1.875 -3.483 -0.086 0.039 -0.192
C 4.231 0.091 -1.473 0.135 0.173 0.001
N 1.321 0.247 -2.028 0.394 -0.385 0.043
C 1.221 1.197 -2.940 0.188 0.090 -0.067
C 2.203 1.503 -3.954 -0.060 -0.142 0.201
C 2.005 2.469 -4.895 -0.183 0.123 0.003
C 0.818 3.224 -4.884 0.120 -0.046 -0.035
C -0.146 3.005 -3.912 -0.126 -0.022 0.127
C 0.048 2.026 -2.958 0.050 0.159 -0.324
O -0.816 1.799 -1.940 -0.249 0.411 -0.332
C -2.196 1.969 -2.081 -0.011 0.184 -0.140
C -2.857 2.518 -1.000 -0.040 0.042 0.145
C -4.242 2.615 -1.043 -0.039 -0.008 -0.019
C -4.942 2.168 -2.155 0.035 -0.013 0.020
C -4.254 1.617 -3.230 -0.002 0.000 -0.001
C -2.871 1.509 -3.199 -0.057 0.136 -0.138
H 2.860 -3.085 -0.869 0.035 0.038 -0.006
H 1.343 -2.355 -0.401 0.039 -0.007 -0.025
H 2.857 -1.836 0.378 -0.049 -0.047 -0.090
H 3.796 -2.516 -3.381 -0.046 0.025 0.006
H 3.032 -1.287 -4.393 0.022 0.012 -0.002
H 2.049 -2.526 -3.623 0.041 0.000 -0.002
H 5.016 -0.589 -1.131 -0.018 0.035 -0.010
H 4.003 0.788 -0.661 0.040 -0.054 -0.024
H 4.632 0.670 -2.307 0.019 -0.013 0.051
H 3.130 0.954 -3.955 0.057 -0.130 0.014
H 2.765 2.659 -5.641 -0.043 0.015 0.012
H 0.659 3.996 -5.627 0.010 -0.022 0.027
H -1.046 3.603 -3.881 -0.034 0.017 -0.027
H -2.289 2.860 -0.140 -0.063 0.016 -0.111
H -4.771 3.047 -0.204 0.007 -0.015 -0.009
H -6.021 2.245 -2.185 0.037 0.004 0.000
H -4.795 1.260 -4.097 0.014 0.023 0.023
H -2.327 1.079 -4.032 -0.065 0.137 0.043
C -0.820 -3.952 -2.851 -0.044 -0.028 -0.067
C -1.539 -2.662 -2.434 0.221 0.097 0.031
C -3.031 -2.967 -2.224 -0.046 0.032 0.095
C -1.388 -1.604 -3.544 -0.017 0.033 0.197
N -1.015 -2.233 -1.164 0.182 -0.143 0.217
H -1.301 -4.382 -3.733 0.059 -0.033 -0.031
H -0.848 -4.686 -2.043 -0.041 0.038 -0.037
H 0.225 -3.752 -3.093 -0.003 -0.012 0.014
H -3.484 -3.242 -3.178 -0.019 -0.014 0.016
H -3.553 -2.090 -1.833 -0.004 -0.011 -0.029
H -3.165 -3.791 -1.520 0.019 0.042 -0.028
H -1.737 -1.970 -4.514 -0.006 -0.024 0.031
H -0.337 -1.316 -3.644 -0.054 -0.009 -0.015
H -1.972 -0.712 -3.287 0.164 -0.331 -0.003
C 2.741 1.888 5.644 0.040 -0.021 -0.018
C 2.432 0.393 5.653 -0.096 0.050 -0.073
C 0.926 0.140 5.680 -0.002 -0.048 0.032
C 3.101 -0.352 4.494 -0.078 0.096 -0.058
N 2.507 -0.036 3.190 0.463 0.074 0.293
C 1.550 -0.675 2.530 -0.337 0.185 0.096
N 1.277 0.020 1.454 0.400 -0.161 -0.295
N 2.111 1.081 1.449 -0.125 -0.184 0.216
N 2.854 1.059 2.496 -0.223 -0.123 -0.077
H 2.286 2.370 6.511 0.011 -0.017 -0.020
H 2.347 2.370 4.747 -0.008 -0.011 0.011
H 3.816 2.076 5.679 -0.040 -0.011 -0.015
H 2.873 -0.046 6.551 0.009 -0.003 0.040
H 0.432 0.572 4.804 0.009 0.004 0.016
H 0.481 0.606 6.560 0.012 -0.016 -0.016
H 0.690 -0.928 5.714 0.011 0.049 -0.017
H 2.993 -1.427 4.622 0.016 -0.050 -0.009
H 4.160 -0.112 4.427 0.030 0.010 -0.019
H 1.048 -1.572 2.859 0.100 0.032 -0.063
```
Forces are in eV/Å.

Computed properties:
strongest force on any atom = 0.0114 Eh/bohr
net charge = +1
frontier orbital gap (spin up / spin down) = 0.2617 / 0.2138 Ha
HOMO (spin up / spin down) = -9.559 / -10.012 eV